Entry 1:
ORCA calculation (ωB97M-V with the def2-TZVPD basis set) on one molecule with the formula C5H8O.

XYZ file:
```
14
Properties=species:S:1:pos:R:3:lowdin_charge:R:1
C -1.994 0.895 1.350 -0.094
C -0.789 1.156 0.571 -0.078
C 0.122 0.919 -0.186 0.005
C 0.750 -0.151 -0.993 -0.456
C 2.035 -0.669 -0.373 -0.052
O -0.149 -1.260 -0.981 -0.047
H -1.854 0.985 2.428 0.076
H -2.184 -0.163 1.126 0.086
H -2.861 1.475 1.026 0.076
H 0.913 0.172 -2.029 0.135
H 1.883 -0.841 0.696 0.088
H 2.288 -1.621 -0.848 0.082
H 2.853 0.044 -0.507 0.083
H -1.011 -0.941 -1.280 0.094
```

structure (SMILES) = CC#C[C@@H](C)O
relative energy (zero: lowest compared OMol25 entry of this formula, charge and spin) = 2.563 eV
DFT total energy = -7359.693 eV
multiplicity = 1
net charge = 0


Entry 2:
ORCA calculation (ωB97M-V with the def2-TZVPD basis set) on one molecule with the formula C5H8O.

XYZ file:
```
14
Properties=species:S:1:pos:R:3:lowdin_charge:R:1
C 1.607 0.447 1.567 0.157
C 1.399 0.576 0.370 -0.040
C 0.085 -0.019 -0.044 -0.638
C -0.895 1.018 -0.571 -0.040
C 0.228 -1.229 -0.951 -0.034
O -0.456 -0.581 1.208 -0.094
H 1.727 0.279 2.610 0.058
H -0.933 1.873 0.115 0.089
H -0.610 1.393 -1.558 0.090
H -1.884 0.554 -0.634 0.090
H 0.940 -1.934 -0.512 0.091
H 0.573 -0.960 -1.953 0.090
H -0.751 -1.712 -1.022 0.089
H -0.892 0.127 1.705 0.091
```

structure (SMILES) = C#CC(C)(C)O
relative energy (zero: lowest compared OMol25 entry of this formula, charge and spin) = 3.698 eV
DFT total energy = -7358.557 eV
multiplicity = 1
net charge = 0


Entry 3:
ORCA calculation (ωB97M-V with the def2-TZVPD basis set) on a 2-piece molecular cluster, C5H8O overall.

XYZ file:
```
14
Properties=species:S:1:pos:R:3:lowdin_charge:R:1
C -1.854 0.263 -0.640 -0.038
C -0.497 0.124 -0.038 -0.266
C 0.522 0.993 -0.010 -0.081
C 1.588 0.503 0.893 -0.122
O 1.228 -0.723 1.239 -0.108
C -0.060 -1.087 0.719 -0.125
H -2.071 -0.559 -1.330 0.086
H -1.948 1.210 -1.177 0.083
H -2.621 0.240 0.145 0.089
H 0.573 1.950 -0.521 0.110
H 2.963 0.345 -0.128 0.008
H 2.985 0.058 -0.844 0.079
H -0.680 -1.336 1.584 0.141
H 0.034 -1.975 0.080 0.143
```

relative energy (zero: lowest compared OMol25 entry of this formula, charge and spin) = 4.210 eV
DFT total energy = -7358.046 eV
multiplicity = 1
net charge = 0


Entry 4:
ORCA calculation (ωB97M-V with the def2-TZVPD basis set) on one molecule with the formula C5H8O.

XYZ file:
```
14
Properties=species:S:1:pos:R:3:lowdin_charge:R:1
O 1.307 0.638 1.508 0.031
C 0.599 0.134 0.426 -0.501
C -0.097 -1.216 0.438 -0.085
C -1.263 -0.609 -0.401 -0.126
C -0.651 0.765 -0.142 -0.180
C 0.655 0.839 -0.885 -0.032
H 2.104 1.049 1.153 0.098
H -0.482 -1.374 1.450 0.118
H 0.456 -2.091 0.079 0.103
H -2.281 -0.756 -0.031 0.103
H -1.252 -0.921 -1.453 0.104
H -1.043 1.503 0.552 0.145
H 1.157 1.805 -0.911 0.111
H 0.791 0.234 -1.782 0.111
```

structure (SMILES) = O[C@@]12CC[C@@H]1C2
relative energy (zero: lowest compared OMol25 entry of this formula, charge and spin) = 2.291 eV
DFT total energy = -7359.964 eV
multiplicity = 1
net charge = 0


no.,highest occupied orbital energy (eV),LUMO level (eV),strongest force on any atom (eV Å⁻¹)
1,-9.61,0.85,0.7
2,-9.46,0.76,1.6
3,-8.21,0.45,0.7
4,-8.73,1.01,1.1